Entry 1
The ion C8H16N3O with charge +1, computed with ωB97M-V with the def2-TZVPD basis set.

```
! wB97M-V def2-TZVPD RIJCOSX def2/J DEFGRID3
* xyz 1 1
C -1.79126 0.71682 -1.51628
C -2.26476 -0.09206 -0.36666
C -3.44750 -1.12720 -0.47489
C -1.18445 -0.87849 0.26037
N -0.02918 -1.06574 -0.25854
C 1.10092 -1.67957 0.41948
C 2.20391 -0.66074 0.59680
C 3.04842 -0.15875 -0.31895
O 3.46686 -0.64503 -1.43720
N 3.74894 0.90172 0.25651
C 3.10387 1.31576 1.50389
N 2.11700 0.27744 1.77145
H -2.75712 1.12243 -1.79681
H -1.50865 0.08256 -2.36970
H -0.97832 1.55473 -1.35065
H -2.68611 0.59537 0.42555
H -4.46432 -0.59207 -0.63083
H -3.38220 -1.63520 0.42276
H -3.26800 -1.63067 -1.33030
H -1.30771 -1.42314 1.22752
H 0.20607 -0.60324 -1.23508
H 1.52289 -2.37914 -0.32571
H 0.85729 -2.18541 1.29239
H 3.42972 -1.60382 -1.37776
H 4.38155 1.45576 -0.28662
H 3.80116 1.47562 2.32454
H 2.42493 2.21325 1.44886
H 2.23048 -0.18610 2.66434
*
```

The frontier orbital gap is 6.80 eV. For the molecular weight, the calculation gives 170.2 g mol⁻¹. The SMILES is CC(C)/C=[NH+]/CC1=C(O)NCN1.

---

Entry 2
A cluster of 2 separate species, C8H16N3O in total, computed with ωB97M-V with the def2-TZVPD basis set.

```
! wB97M-V def2-TZVPD RIJCOSX def2/J DEFGRID3
* xyz 1 1
C 3.02036 2.06977 0.37156
C -1.57624 -1.33215 -0.97886
C -1.97542 0.92005 0.00924
C -0.78018 -0.87441 1.38670
C -0.20446 -1.01010 -1.51342
C -0.69431 1.18303 -0.90964
C -1.92481 -0.59064 0.33442
C 0.42744 -0.11598 0.87695
N 3.03320 3.11878 0.86512
N 1.51307 -1.22701 1.03104
N 0.29605 0.09316 -0.61525
O 3.04059 1.03211 -0.14080
H -2.44708 -1.02670 -1.62197
H -1.85958 -2.37492 -0.93114
H -2.22982 1.55475 0.92042
H -2.84063 1.11251 -0.70068
H -0.98441 -0.49400 2.36960
H -0.54685 -1.90263 1.70125
H 0.56112 -1.81393 -1.43746
H -0.23605 -0.67831 -2.53311
H -0.93010 1.10451 -1.96753
H -0.00906 1.97551 -0.50402
H -2.87818 -0.95986 0.68920
H 1.62025 -1.51052 2.01034
H 3.42516 4.00377 1.05122
H 2.49522 -0.76058 0.80558
H 1.40850 -1.94118 0.34988
H 1.27619 0.44498 -0.91865
*
```

The frontier orbital gap is 8.55 eV. For the molecular weight, the calculation gives 170.2 g mol⁻¹.

---

Which of them is most stable? Easy: entry 1.

---

Entry 1
The ion C4H9NO2 with charge -2, computed with ωB97M-V with the def2-TZVPD basis set.

```
! wB97M-V def2-TZVPD RIJCOSX def2/J DEFGRID3
* xyz -2 1
N 1.60735 -0.02181 0.73687
C 0.55833 0.02241 -0.34097
C 0.56814 1.58020 -0.81846
O 1.69018 1.89334 -1.47633
C -0.84905 -0.30537 0.11985
C -1.26830 -1.74813 0.51496
O -2.47349 -2.17877 0.14024
H 1.22737 0.73773 1.31158
H 2.35450 0.49580 0.25875
H 0.80294 -0.57274 -1.22178
H 0.40054 2.17292 0.14075
H -0.37263 1.70332 -1.44341
H -1.22696 0.48964 0.77690
H -1.51795 -0.05577 -0.72458
H -1.09362 -1.77919 1.69692
H -0.40737 -2.43358 0.32872
*
```

The frontier orbital gap is 6.29 eV. For the molecular weight, the calculation gives 103.1 g mol⁻¹. The SMILES is N[C@H](C[O-])CC[O-].

---

Entry 2
The ion C4H9NO2 with charge -2, computed with ωB97M-V with the def2-TZVPD basis set.

```
! wB97M-V def2-TZVPD RIJCOSX def2/J DEFGRID3
* xyz -2 1
O 0.82395 2.76646 2.23278
C 0.24243 2.18730 1.15984
C 0.78416 0.78391 0.78076
C -0.15824 -0.03568 -0.10093
N 0.43836 -1.15368 -0.80998
C -0.62042 -2.36046 -1.12122
O -1.04548 -2.35290 -2.34916
H -0.87061 2.09551 1.21482
H 0.34126 2.80061 0.20515
H 1.75817 0.84959 0.29221
H 0.94691 0.28878 1.75053
H -1.07537 -0.33799 0.43591
H -0.58462 0.73241 -0.78101
H 0.42682 -0.92490 -1.80197
H -0.00849 -3.21570 -0.75388
H -1.39882 -2.12327 -0.35385
*
```

The frontier orbital gap is 6.57 eV. For the molecular weight, the calculation gives 103.1 g mol⁻¹. The SMILES is [O-]CCCNC[O-].

---

Which of them is most stable? Easy: entry 2.

---

Entry 1
The ion C5H7N3 with charge +2, computed with ωB97M-V with the def2-TZVPD basis set.

```
! wB97M-V def2-TZVPD RIJCOSX def2/J DEFGRID3
* xyz 2 1
H -3.80939 0.34025 -0.03736
N -2.79889 0.01183 -0.11062
C -1.70750 0.47569 0.18869
C -0.46094 -0.20536 -0.05465
N -0.19927 -1.53869 -0.09610
C 1.15112 -1.74524 0.05648
C 1.71514 -0.51827 0.14149
N 0.72526 0.47949 -0.01726
C 1.01124 1.77405 -0.18900
H -1.49403 1.15049 0.95648
H -0.88836 -2.31217 -0.19317
H 1.75011 -2.59526 -0.02930
H 2.75098 -0.10409 0.09651
H 0.22926 2.52165 -0.45499
H 2.02527 2.26564 -0.25718
*
```

The frontier orbital gap is 6.23 eV. For the molecular weight, the calculation gives 109.1 g mol⁻¹. The SMILES is [H]/N=C/C1=[NH+]C=C[N+]1=C.

---

Entry 2
The ion C5H7N3 with charge +2, computed with ωB97M-V with the def2-TZVPD basis set.

```
! wB97M-V def2-TZVPD RIJCOSX def2/J DEFGRID3
* xyz 2 1
C -0.29925 -0.74776 -1.84557
C 0.28373 -0.09943 -0.75192
C 1.68780 0.29058 -0.44978
C 2.12915 0.24312 0.93539
N 2.53101 0.32919 1.98885
N -0.49301 0.32289 0.31830
C -1.36463 0.18079 1.15785
N -2.16657 0.30037 2.14990
H -1.40768 -0.96966 -1.66175
H 0.36635 -1.65606 -2.37163
H -0.40446 -0.18122 -2.79668
H 1.63529 1.40419 -0.54165
H 2.56895 -0.08050 -1.18693
H -3.14497 0.60633 1.94102
H -1.92172 0.05719 3.11460
*
```

The frontier orbital gap is 7.70 eV. For the molecular weight, the calculation gives 109.1 g mol⁻¹. The SMILES is CC(CC#N)=[N+]=C=[NH2+].

---

Which of them is most stable? Easy: entry 1.

---

Entry 1
The ion C4H8N3S with charge +1, computed with ωB97M-V with the def2-TZVPD basis set.

```
! wB97M-V def2-TZVPD RIJCOSX def2/J DEFGRID3
* xyz 1 3
C 2.45185 0.34198 -0.44044
C -1.18440 0.09930 0.66856
C 1.11277 0.53481 0.06744
C -2.39288 -0.18950 -0.30152
N -0.77278 1.42714 0.62777
N 0.40046 1.59366 0.28761
N 0.14414 -0.69945 0.26556
S 4.17538 -0.48330 0.26904
H 2.42183 -0.37335 -1.29587
H 2.72666 1.37380 -0.85599
H -1.39921 -0.18282 1.73561
H -2.80481 -1.20809 -0.31835
H -2.40711 0.18699 -1.36071
H -3.27069 0.26448 0.13504
H 0.57551 -1.20668 1.02130
H 0.22328 -1.47898 -0.50508
*
```

The frontier orbital gap (spin up / spin down) is 9.90 / 6.91 eV. The expectation value of S² is 2.04. For the molecular weight, the calculation gives 130.2 g mol⁻¹.

---

Entry 2
The ion C4H8N3S with charge +1, computed with ωB97M-V with the def2-TZVPD basis set.

```
! wB97M-V def2-TZVPD RIJCOSX def2/J DEFGRID3
* xyz 1 3
C 1.78954 1.93760 -1.85759
C -0.40209 -1.14677 0.53256
C 1.18911 1.25790 -0.69879
C -1.12040 -1.43301 1.83282
N 0.92768 -0.60128 0.74517
N 1.37733 0.24405 0.00790
N -1.24969 -0.37878 -0.28249
S 0.63842 2.92869 -0.82393
H 2.73063 2.21256 -1.95550
H 1.35079 1.68028 -2.78137
H -0.29279 -2.21851 0.08019
H -1.49041 -0.50306 2.21808
H -0.50974 -2.01759 2.48138
H -2.07776 -1.82937 1.58492
H -0.87621 -0.22554 -1.19362
H -1.98441 0.09284 0.11027
*
```

The frontier orbital gap (spin up / spin down) is 8.40 / 6.25 eV. The expectation value of S² is 2.03. For the molecular weight, the calculation gives 130.2 g mol⁻¹.

---

Which of them is most stable? Easy: entry 1.

---

Entry 1
The molecule CHN3O2, computed with ωB97M-V with the def2-TZVPD basis set.

```
! wB97M-V def2-TZVPD RIJCOSX def2/J DEFGRID3
* xyz 0 1
O 1.83863 -0.80227 -0.02319
C 0.69194 -0.46364 -0.07077
N 0.08040 0.71518 0.29257
N -1.24333 0.66660 0.06492
N -1.52678 -0.44859 -0.41242
O -0.36385 -1.20609 -0.52468
H 0.52299 1.53882 0.67358
*
```

The frontier orbital gap is 11.60 eV. For the molecular weight, the calculation gives 87.0 g mol⁻¹. The SMILES is O=c1[nH]nno1.

---

Entry 2
A cluster of 2 separate species, CHN3O2 in total, computed with ωB97M-V with the def2-TZVPD basis set.

```
! wB97M-V def2-TZVPD RIJCOSX def2/J DEFGRID3
* xyz 0 1
O -1.49339 -0.83927 0.02049
C -1.74634 0.19018 0.51364
N 1.65675 -0.90184 -0.48262
N 1.43617 0.29682 -0.27836
N 1.36557 1.40670 -0.06737
O -1.99667 1.21477 1.00216
H 0.77790 -1.36737 -0.70795
*
```

The frontier orbital gap is 10.62 eV. For the molecular weight, the calculation gives 87.0 g mol⁻¹.

---

Which of them is most stable? Easy: entry 2.